Molecular formula: C51H46N5OPtS3Se
Method: DFT, ωB97M-V/def2-TZVPD

Cartesian coordinates (Å):
Pt1 0.05973 -0.17758 -0.35240
N1 -1.37885 -0.42930 1.15282
S1 -1.37718 -0.63866 2.59115
N2 -1.17231 0.65953 3.57224
S2 0.02589 1.17518 4.37230
N3 1.39020 1.49415 3.74234
S3 1.48063 1.78435 2.11778
N4 1.33840 0.63891 1.24558
C1 0.37161 3.18623 1.92949
C2 0.59363 4.37013 2.62982
C3 -0.31848 5.40388 2.50465
C4 -1.44021 5.25001 1.69421
C5 -1.65083 4.06447 1.00842
C6 -0.73964 3.02077 1.12213
C7 3.07947 2.54860 2.08299
C8 3.79394 2.93566 3.20898
C9 5.04210 3.51727 3.03390
C10 5.55191 3.70400 1.75658
C11 4.82734 3.30158 0.64208
C12 3.58300 2.71333 0.79861
C13 0.43627 0.11858 5.72483
C14 -0.51103 -0.03409 6.73004
C15 -0.24776 -0.92258 7.75766
C16 0.94218 -1.64281 7.76355
C17 1.87198 -1.48144 6.74615
C18 1.62706 -0.59134 5.70955
C19 -0.62327 2.63665 5.13207
C20 0.21093 3.27952 6.03936
C21 -0.21059 4.47360 6.59605
C22 -1.44218 5.01118 6.23505
C23 -2.25593 4.35909 5.32094
C24 -1.85195 3.15546 4.75666
C25 -2.99481 -1.12936 3.12545
C26 -3.58382 -0.68369 4.30062
C27 -4.85430 -1.13728 4.62494
C28 -5.51398 -2.02158 3.78176
C29 -4.91393 -2.45154 2.60575
C30 -3.64663 -2.00424 2.26804
C31 -0.30430 -1.87019 3.32149
C32 0.88555 -2.16851 2.67177
C33 1.72652 -3.12437 3.22641
C34 1.37509 -3.77098 4.40226
C35 0.17888 -3.46569 5.04053
C36 -0.66983 -2.51194 4.50384
H1 1.46813 4.48484 3.25781
H2 -0.15468 6.33213 3.03607
H3 -2.14956 6.06189 1.59791
H4 -2.52675 3.94500 0.38265
H5 -0.89372 2.08100 0.60543
H6 3.38638 2.77464 4.19605
H7 5.61804 3.82121 3.89786
H8 6.52520 4.15901 1.62823
H9 5.23664 3.43526 -0.35020
H10 3.01628 2.35956 -0.05530
H11 -1.42941 0.54014 6.71795
H12 -0.96550 -1.04844 8.55692
H13 1.14505 -2.33303 8.57173
H14 2.79303 -2.04860 6.75604
H15 2.33240 -0.44944 4.90250
H16 1.17224 2.85418 6.30183
H17 0.42043 4.98683 7.30911
H18 -1.76577 5.94714 6.67119
H19 -3.20874 4.78650 5.03851
H20 -2.46145 2.63776 4.02984
H21 -3.06414 0.01489 4.94033
H22 -5.33109 -0.79575 5.53418
H23 -6.50574 -2.37021 4.03811
H24 -5.43563 -3.13160 1.94585
H25 -3.16797 -2.30974 1.34732
H26 1.15692 -1.65269 1.76241
H27 2.65664 -3.36505 2.72882
H28 2.03082 -4.52331 4.82093
H29 -0.09859 -3.97712 5.95291
H30 -1.60410 -2.28150 4.99673
Se1 -2.35575 0.22056 -1.38215
C37 -2.58735 1.32214 -2.91595
C38 -2.15480 2.64039 -2.92707
C39 -2.41712 3.40838 -4.05167
N5 -3.04590 2.95083 -5.13231
C40 -3.44451 1.67907 -5.10810
C41 -3.25160 0.82854 -4.03101
H31 -1.61747 3.06456 -2.08675
H32 -2.09493 4.44339 -4.08735
H33 -3.95220 1.31933 -5.99648
H34 -3.61113 -0.19180 -4.06930
C42 -0.68796 1.58051 -7.33309
C43 -0.30240 0.97855 -6.01019
C44 -0.62255 -0.33749 -5.69816
C45 -0.26756 -0.90831 -4.48411
C46 -0.65569 -2.34837 -4.23439
C47 0.42324 -0.13171 -3.53762
C48 0.88217 -0.79957 -2.30146
O1 1.75704 -0.27318 -1.52197
C49 0.72744 1.20682 -3.81594
C50 1.44284 2.10905 -2.84249
C51 0.36998 1.72735 -5.05272
H35 -0.68115 0.83053 -8.12414
H36 -0.00670 2.38307 -7.61434
H37 -1.69209 2.00740 -7.28167
H38 -1.14633 -0.94404 -6.42996
H39 -1.07111 -2.78116 -5.14283
H40 -1.41260 -2.43289 -3.44863
H41 0.19218 -2.96691 -3.93966
H42 0.76434 -1.88207 -2.27587
H43 2.47120 1.78239 -2.68151
H44 0.96035 2.11102 -1.86145
H45 1.45469 3.12886 -3.22594
H46 0.62578 2.75826 -5.27516

Properties
HOMO (alpha / beta) ... -8.921 / -9.816 eV
Total charge ... +1
<S²> ... 2.02
Multiplicity ... 3
Energy ... -6034.83853 Eh
Gap between HOMO and LUMO (alpha / beta) ... 6.65 / 5.68 eV

Mulliken population analysis, charges in e, atoms 1 to 6:
1. Pt 1.81
2. N -0.74
3. S 1.12
4. N 0.18
5. S 1.36
6. N -0.29

Molecular formula: C30H72ClO24P5S
Method: DFT, ωB97M-V/def2-TZVPD

Cartesian coordinates (Å):
C1 0.50047 5.38587 0.00028
C2 -0.79995 4.73371 -0.41580
O1 -1.36606 4.12908 0.71848
C3 -2.57325 3.46439 0.42182
C4 -2.36968 2.13707 -0.29231
O2 -2.84390 1.07673 0.53914
C5 -2.39153 -0.22570 0.31628
C6 -1.91245 -0.52499 -1.08190
C7 -2.93137 -0.34227 -2.22671
C8 -3.09168 -1.61503 -3.07191
Cl1 -2.37253 0.94435 -3.35075
O3 -3.46927 -1.04487 0.76417
C9 -3.70890 -2.26821 0.11550
C10 -1.24601 -0.51776 1.34471
C11 0.07167 0.24631 1.05174
C12 1.05865 -0.49119 0.15292
C13 2.09609 -1.29930 0.94310
C14 3.38160 -0.51776 1.19393
C15 4.29698 -0.62445 -0.01247
O4 5.63376 -0.18881 0.39745
C16 5.77015 1.16263 0.22839
C17 5.78166 1.94906 1.50598
O5 5.92667 1.68125 -0.86981
O6 -0.92175 -1.90136 1.26171
C18 -1.48013 -2.78973 2.21125
P1 -1.72636 0.07975 3.04303
O7 -3.20151 -0.40910 3.41039
O8 -0.78452 -0.72693 4.03159
S1 -1.50689 1.98563 3.38099
H1 1.27648 4.63345 0.04283
H2 0.77156 6.19213 -0.66162
H3 0.36750 5.74897 1.01004
H4 -0.59993 4.00852 -1.20709
H5 -1.48715 5.46740 -0.83463
H6 -3.12954 3.31181 1.33265
H7 -3.18436 4.11628 -0.20207
H8 -2.94135 2.16393 -1.21131
H9 -1.32629 2.04975 -0.57134
H10 -1.06620 0.10550 -1.30521
H11 -1.51640 -1.52550 -1.14308
H12 -3.89579 -0.05758 -1.83563
H13 -2.40077 -1.56132 -3.89833
H14 -2.89753 -2.50474 -2.49526
H15 -4.08420 -1.63633 -3.49808
H16 -2.81204 -2.82675 -0.11858
H17 -4.31817 -2.17389 -0.77627
H18 -4.27343 -2.88768 0.80098
H19 -0.13066 1.26264 0.74961
H20 0.57213 0.33571 2.01003
H21 1.59382 0.25626 -0.42580
H22 0.59761 -1.14374 -0.57049
H23 1.64148 -1.59177 1.88174
H24 2.30001 -2.22857 0.42557
H25 3.08810 0.51957 1.30857
H26 3.89619 -0.84820 2.08460
H27 4.31204 -1.62175 -0.42479
H28 3.91740 0.03877 -0.77849
H29 6.71292 1.77142 2.02979
H30 4.96573 1.63169 2.13637
H31 5.72704 3.00236 1.28986
H32 -2.51189 -2.56415 2.44237
H33 -1.46773 -3.77894 1.77028
H34 -0.88714 -2.84043 3.11318
H35 -3.79923 0.12309 2.87228
H36 -0.74655 -0.16894 4.82018
C19 11.52587 2.86398 2.80777
O9 11.90419 1.49201 2.99121
P2 11.45287 0.39627 1.94784
O10 11.88209 -0.95135 2.28770
O11 11.96085 0.92461 0.53195
C20 13.37679 0.97574 0.30983
O12 9.89718 0.63689 1.83278
C21 9.14828 -0.18281 0.91735
H37 12.42934 3.47100 2.81022
H38 10.99324 3.01783 1.87093
H39 10.88837 3.16198 3.63699
H40 13.91387 0.33278 1.00671
H41 13.72003 2.00422 0.42071
H42 13.57044 0.63962 -0.70529
H43 9.79592 -0.67093 0.19054
H44 8.44711 0.45848 0.38934
H45 8.60038 -0.93670 1.47788
C22 6.19804 -5.33987 -4.95852
O13 5.09569 -4.74779 -4.25522
P3 5.17076 -3.24345 -3.78363
O14 3.99342 -2.79650 -3.04927
O15 5.49158 -2.40502 -5.09887
C23 4.48599 -2.35414 -6.12052
O16 6.54039 -3.17857 -3.00625
C24 6.93788 -1.90280 -2.46747
H46 5.82683 -5.74052 -5.89998
H47 6.98610 -4.61723 -5.16195
H48 6.60011 -6.14957 -4.35423
H49 3.50327 -2.61288 -5.72708
H50 4.75367 -3.04359 -6.92100
H51 4.45645 -1.34121 -6.51267
H52 6.39273 -1.08211 -2.93180
H53 8.00044 -1.76852 -2.65434
H54 6.75023 -1.89363 -1.39598
C25 -8.68489 2.76424 -2.03118
O17 -7.35027 3.29963 -2.13162
P4 -6.91870 4.52610 -1.24742
O18 -5.55669 4.97923 -1.50039
O19 -7.20217 4.10886 0.26716
C26 -6.38019 3.06934 0.81387
O20 -8.06692 5.58012 -1.50282
C27 -7.99853 6.83718 -0.81037
H55 -8.61851 1.70684 -1.80729
H56 -9.26038 3.25842 -1.25073
H57 -9.18307 2.90440 -2.98836
H58 -5.48174 2.93219 0.21133
H59 -6.93962 2.13372 0.86302
H60 -6.08788 3.36581 1.81889
H61 -7.31970 6.79191 0.03989
H62 -8.99797 7.07714 -0.45589
H63 -7.66081 7.60630 -1.50158
C28 -10.30636 -4.61978 3.64754
O21 -10.33855 -3.52820 2.71437
P5 -9.01822 -3.05617 1.99551
O22 -9.21013 -1.91714 1.10976
O23 -8.42385 -4.35457 1.28957
C29 -9.16730 -4.92125 0.19972
O24 -8.00864 -2.85451 3.18948
C30 -6.66343 -2.44295 2.88459
H64 -11.02813 -5.36681 3.32332
H65 -9.31974 -5.07551 3.70674
H66 -10.58905 -4.24512 4.62820
H67 -9.86625 -4.20100 -0.22464
H68 -9.71229 -5.79531 0.55483
H69 -8.46049 -5.22533 -0.56753
H70 -6.42277 -2.59129 1.83284
H71 -5.98679 -3.03852 3.49230
H72 -6.54408 -1.39147 3.13721

Properties
HOMO ... -8.528 eV
Energy ... -5557.57234 Eh
Structure (SMILES) ... CCOCCO[C@](C[C@H](C)Cl)(OC)[C@](CCCCCOC(C)=O)(OC)P(O)(O)=S.COP(=O)(OC)OC.COP(=O)(OC)OC.COP(=O)(OC)OC.COP(=O)(OC)OC
Gap between HOMO and LUMO ... 8.93 eV

Mulliken population analysis, charges in e, atoms 1 to 6:
1. C -1.29
2. C -0.07
3. O -0.39
4. C -1.05
5. C 0.28
6. O -0.16

Molecular formula: C17H15CoN4O4PS3
Method: DFT, ωB97M-V/def2-TZVPD

Cartesian coordinates (Å):
Co1 0.56152 -0.75317 0.00215
O1 -1.73398 5.19843 1.97835
C1 -0.97528 4.71323 2.82755
O2 -0.72528 5.05743 3.98235
C2 -0.22648 3.44623 2.29395
C3 0.42002 3.50963 1.06275
C4 0.95272 2.36063 0.51305
N1 0.81882 1.16363 1.07605
C5 0.22332 1.09893 2.26835
C6 -0.27538 2.21313 2.92925
C7 -0.05298 -0.32097 2.77405
O3 -0.34858 -0.50057 3.94805
O4 -0.00748 -1.19127 1.86115
H1 0.46732 4.44663 0.52555
H2 1.45832 2.37843 -0.44475
H3 -0.74138 2.08153 3.89405
S1 0.03772 -3.05227 -0.66635
C8 1.59352 -3.46127 -0.06885
S2 2.61912 -2.15167 0.31895
C9 2.00652 -4.78697 0.04955
C10 3.32702 -5.12297 0.34835
N2 4.41662 -5.45197 0.54015
C11 1.15592 -5.87887 -0.11865
N3 0.50152 -6.82547 -0.21895
S3 3.63232 -0.07737 -3.13745
C12 2.28032 -0.96887 -3.74575
C13 1.22572 -0.86937 -2.90035
N4 1.43372 -0.11067 -1.79005
C14 2.63742 0.40163 -1.79885
H4 2.35502 -1.52067 -4.66145
H5 0.27452 -1.35477 -3.04505
H6 3.06032 0.97133 -0.99785
C15 -1.88338 1.78593 -1.37605
P1 -1.62328 0.15383 -0.55355
C16 -2.81168 0.32433 0.83565
C17 -2.64588 -0.91317 -1.65305
H7 -2.92298 1.89873 -1.68355
H8 -1.22908 1.86903 -2.24395
H9 -1.62928 2.57223 -0.66805
H10 -3.81768 0.50703 0.45585
H11 -2.50528 1.15203 1.47225
H12 -2.79308 -0.59087 1.42445
H13 -3.68458 -0.58337 -1.65575
H14 -2.57978 -1.93657 -1.28895
H15 -2.24638 -0.88097 -2.66465

Properties
HOMO (alpha / beta) ... -2.207 / -2.373 eV
Total charge ... -2
<S²> ... 3.76
Multiplicity ... 4
Energy ... -4095.66213 Eh
Gap between HOMO and LUMO (alpha / beta) ... 5.79 / 5.95 eV

Mulliken population analysis, charges in e, atoms 1 to 6:
1. Co 0.27
2. O -0.72
3. C 0.21
4. O -0.72
5. C 0.87
6. C -0.89